--- w ---
# C6H12NO

A gas-phase ion, C6H12NO (charge -1) (ωB97M-V with the def2-TZVPD basis set, the OMol25 dataset).

```
20
Properties=species:S:1:pos:R:3:lowdin_charge:R:1
C 2.30717 2.35516 -0.66581 -0.037
C 1.57692 1.29025 -0.37565 -0.168
C 0.08476 1.41494 -0.20423 -0.222
C -0.68811 0.09964 -0.44431 -0.204
C -0.35029 -1.09701 0.41137 -0.425
N -0.62813 -0.77142 1.83748 0.016
C -1.19005 -2.29671 -0.13792 -0.518
O -0.91903 -2.53838 -1.44576 -0.373
H 1.83146 3.32363 -0.81589 0.047
H 3.37806 2.40233 -0.82310 0.033
H 1.97677 0.31144 -0.13640 0.096
H -0.15268 1.84075 0.77555 0.102
H -0.29779 2.07685 -0.93050 0.081
H -0.37017 -0.22896 -1.44507 0.106
H -1.75864 0.25587 -0.60425 0.113
H 0.69125 -1.40519 0.31652 0.116
H -1.47123 -0.22395 1.84398 0.039
H -0.87029 -1.61973 2.34593 0.042
H -0.90194 -3.17920 0.48893 0.077
H -2.24804 -2.01030 0.00911 0.076
```

Molar mass ... 114.17 u
E_LUMO ... 3.69 eV
Spin multiplicity ... 1
Orbital gap ... 0.2214 Eh
SMILES string ... C=CCC[C@@H](N)C[O-]
Charge ... -1



--- x ---
# C6H12NO

A gas-phase ion, C6H12NO (charge -1) (ωB97M-V with the def2-TZVPD basis set, the OMol25 dataset).

```
20
Properties=species:S:1:pos:R:3:lowdin_charge:R:1
C -0.81603 0.99252 -2.13480 0.000
C -0.09525 1.14139 -1.03215 -0.344
C 0.03189 2.43970 -0.25732 -0.068
C 0.46902 -0.04298 -0.27928 -0.209
C -0.34291 -1.04836 0.44866 -0.343
N -0.11808 -2.43581 -0.16063 -0.012
C 0.18477 -1.10689 1.98623 -0.423
O 1.05430 -0.09284 2.32167 -0.394
H -1.46022 1.62762 -2.73467 0.038
H -1.04521 -0.01445 -2.50016 0.051
H 0.15334 2.19060 0.78577 0.063
H -0.87006 3.02952 -0.43181 0.063
H 0.86344 3.11534 -0.50513 0.072
H 1.19018 -0.60932 -0.86669 0.095
H 1.27149 0.27726 0.54030 0.125
H -1.43841 -0.92359 0.54656 0.116
H 0.56023 -2.32847 -0.90433 0.026
H 0.23540 -3.06231 0.54611 0.019
H -0.65355 -1.15253 2.65677 0.063
H 0.82567 -1.99639 1.97493 0.062
```

Molar mass ... 114.17 u
E_LUMO ... 3.94 eV
Spin multiplicity ... 1
Orbital gap ... 0.2413 Eh
SMILES string ... C=C(C)C[C@@H](N)C[O-]
Charge ... -1



Relative energy of each structure, in kJ/mol: w 0.0; x 86.7.



--- w ---
# C5H39NO15

15 unconnected molecules or ions with the total composition C5H39NO15 (ωB97M-V with the def2-TZVPD basis set, the OMol25 dataset).

```
60
Properties=species:S:1:pos:R:3:lowdin_charge:R:1
C -0.11008 0.38561 -3.38664 0.000
C 0.42213 1.63638 -2.72677 -0.522
N 0.31154 1.91939 -1.38399 0.083
C -0.26040 1.05062 -0.32927 -0.141
C 0.46326 0.89957 1.06330 -0.181
C 0.89485 -0.53840 1.34427 -0.105
O 0.86011 2.49405 -3.47865 0.034
H -1.13530 0.12259 -3.16181 0.069
H 0.56261 -0.46464 -3.22555 0.053
H -0.08366 0.39142 -4.47878 0.090
H 0.91042 2.65899 -1.04368 0.107
H -0.46769 0.06358 -0.75806 0.079
H -1.17738 1.57478 -0.02742 0.078
H -0.08320 1.30924 1.90308 0.066
H 1.46648 1.35405 1.02695 0.072
H 1.05867 -1.15693 0.45853 0.057
H 1.76230 -0.67450 1.99196 0.083
H 0.01721 -1.05789 1.72231 0.034
H 3.08699 3.57803 0.28619 -0.002
H 1.66032 4.50792 0.27682 0.057
O 2.52913 4.25651 -0.07248 -0.046
H 4.15413 -2.83662 -0.70027 0.060
H 3.47625 -1.56016 -0.93244 0.017
O 3.40503 -2.50208 -1.20172 -0.067
H -3.67911 0.74218 -0.87398 0.005
H -4.26292 1.87683 -1.65223 0.053
O -3.52003 1.71475 -1.04654 -0.091
H 2.99953 0.83150 -1.36554 0.051
H 4.48074 0.65322 -1.71482 0.079
O 3.77698 0.29221 -1.16444 -0.029
H -2.96860 3.86959 0.13238 0.046
H -1.87323 3.25231 -0.60827 -0.006
O -2.00361 3.90754 0.08404 -0.060
H -0.01262 -2.50397 -1.62015 0.045
H -0.59742 -1.52711 -0.54202 -0.023
O -0.81696 -2.18070 -1.18832 -0.028
H -3.14981 -1.46995 1.94436 0.070
H -3.68763 -2.82844 1.64118 0.074
O -3.02931 -2.20556 1.33827 -0.029
H 3.36078 1.23112 2.43153 0.033
H 3.44215 1.47110 0.85309 -0.014
O 3.75768 1.72717 1.72239 -0.043
H -1.74753 2.55722 3.36487 0.022
H -1.31275 3.05867 1.95287 0.002
O -1.16249 3.16455 2.91323 -0.069
H -1.61453 -3.89082 0.07279 0.018
H -0.67919 -4.91458 0.93628 0.041
O -1.50751 -4.45383 0.85167 -0.059
H -0.98810 -1.15641 3.57513 -0.014
H -0.53987 0.10220 4.39125 0.061
O -1.01865 -0.18442 3.59862 -0.072
H -3.05635 -0.90575 -1.74221 0.043
H -3.13161 -1.49915 -0.33696 0.007
O -3.62828 -0.94420 -0.96926 -0.061
H -0.23132 -3.68823 3.63413 0.053
H -0.92759 -2.99073 2.39945 0.012
O -0.58674 -2.87508 3.29749 -0.048
H 2.09826 -2.47847 -2.45838 -0.005
H 2.48837 -2.60523 -3.70604 0.048
O 1.60552 -2.56104 -3.31173 -0.085
```

Molar mass ... 353.36 u
E_LUMO ... -0.13 eV
Spin multiplicity ... 1
Orbital gap ... 0.3404 Eh



--- x ---
# C5H39NO15

14 unconnected molecules or ions with the total composition C5H39NO15 (ωB97M-V with the def2-TZVPD basis set, the OMol25 dataset).

```
60
Properties=species:S:1:pos:R:3:lowdin_charge:R:1
C -0.08834 -0.80355 0.43619 -0.203
N 0.42193 -0.17335 -0.77970 -0.036
C 0.59887 -1.01476 -1.91895 -0.232
O 2.02543 -1.27750 -2.12174 -0.141
C 0.69695 -0.29968 1.65517 -0.179
C 0.39053 1.02745 2.27764 -0.156
C -0.56725 0.94831 3.51205 -0.203
O -1.86358 1.40535 3.07929 -0.099
H -1.15924 -0.62813 0.46546 0.081
H 0.17206 -1.85799 0.34383 0.103
H 0.06233 0.77988 -0.90039 0.072
H 0.23894 -0.56284 -2.84366 0.123
H 0.26079 -2.01106 -1.65100 0.114
H 2.57515 -0.57404 -2.50297 0.007
H 1.73618 -0.39931 1.32249 0.108
H 0.72437 -1.10398 2.39789 0.105
H -0.22649 1.68565 1.66321 0.081
H 1.28544 1.61963 2.47978 0.113
H -0.24966 1.71922 4.22209 0.111
H -0.57458 -0.01281 4.00337 0.086
H -2.48634 0.66834 3.06633 0.084
H -1.20599 2.72851 -1.26231 0.003
H -2.04093 1.77712 -0.29343 0.032
O -1.43831 1.80658 -1.04585 -0.105
H 3.17643 -3.30439 0.18249 0.036
H 2.31375 -2.71978 -0.94339 -0.004
O 2.97325 -3.41413 -0.75140 -0.068
H 2.72673 1.04488 -3.63193 0.074
H 4.05181 0.50291 -3.06102 0.049
O 3.25882 1.01370 -2.83194 -0.044
H -2.60007 4.03473 0.84149 0.059
H -2.05794 2.96415 1.93467 0.031
O -2.27323 3.15006 1.00750 -0.050
H -1.46395 -4.56740 1.47865 0.060
H -1.67648 -3.48695 0.45102 -0.001
O -1.57891 -3.61863 1.40830 -0.070
H 4.53222 -1.59517 -1.53062 0.036
H 4.18449 -1.75978 -2.95177 0.042
O 4.83215 -1.31018 -2.39942 -0.048
H 3.36518 1.46256 -0.70245 0.033
H 1.92047 2.96317 -0.37882 0.002
O 0.99973 3.20791 -0.61708 -0.071
H -2.79954 -3.22354 -1.61702 0.069
H -3.31620 -2.60669 -0.33288 -0.003
O -2.93462 -3.39566 -0.68048 -0.032
H 0.07997 4.10910 -2.07446 0.029
H -0.99365 4.13401 -3.18155 0.054
O -0.87564 4.22061 -2.23309 -0.060
H 3.72975 2.81488 -1.16647 0.054
H 0.45851 3.46535 0.13155 0.042
O 3.48767 2.35149 -0.35918 -0.038
H -1.44013 -2.11019 2.88584 -0.005
H -2.07989 -2.75267 4.06535 0.043
O -1.47795 -2.03103 3.85559 -0.069
H -3.38728 0.02122 -1.40564 0.055
H -2.06679 0.14966 -1.99635 0.026
O -2.61881 -0.53858 -1.58057 -0.066
H -3.51782 -2.36951 1.53668 0.026
H -2.77017 -1.19963 1.02141 -0.016
O -3.56405 -1.40538 1.52129 -0.041
```

Molar mass ... 353.36 u
E_LUMO ... 0.09 eV
Spin multiplicity ... 1
Orbital gap ... 0.3111 Eh



Relative energy of each structure, in kJ/mol: w 0.0; x 5.5.



--- w ---
# H2N2O3S

H2N2O3S in the gas phase (ωB97M-V with the def2-TZVPD basis set, the OMol25 dataset).

```
8
Properties=species:S:1:pos:R:3:lowdin_charge:R:1
N -0.39850 1.21675 0.36772 -0.166
N 0.10562 -1.17637 -0.93306 -0.487
O 1.29242 -1.23949 -0.98181 0.021
O -0.66291 -1.35316 -1.82784 0.036
O 1.12963 -0.43875 1.45340 -0.462
S -0.24802 -0.39832 0.96364 0.989
H 0.12869 1.83074 0.84706 -0.012
H -1.34694 1.55860 0.11090 0.080
```

Molar mass ... 110.09 u
E_LUMO ... -0.38 eV
Spin multiplicity ... 1
Orbital gap ... 0.3435 Eh



--- x ---
# H2N2O3S

2 unconnected molecules or ions with the total composition H2N2O3S (ωB97M-V with the def2-TZVPD basis set, the OMol25 dataset).

```
8
Properties=species:S:1:pos:R:3:lowdin_charge:R:1
N 1.05059 0.51224 0.27708 -0.300
N -2.09473 -0.20444 0.25473 -0.103
O -1.41272 0.48361 -0.72827 -0.046
O -3.05977 -0.84968 -0.09106 0.011
O 2.95041 -0.95263 -0.05460 -0.483
S 1.58980 -0.69446 -0.42054 0.882
H 1.73365 0.73546 1.01183 0.037
H -0.75723 0.96990 -0.24916 0.002
```

Molar mass ... 110.09 u
E_LUMO ... -1.15 eV
Spin multiplicity ... 1
Orbital gap ... 0.3356 Eh



Relative energy of each structure, in kJ/mol: w 44.6; x 0.0.



--- w ---
# H2N2O3S

2 unconnected molecules or ions with the total composition H2N2O3S (ωB97M-V with the def2-TZVPD basis set, the OMol25 dataset).

```
8
Properties=species:S:1:pos:R:3:lowdin_charge:R:1
N 0.53565 0.82220 -1.15933 -0.242
N -1.56639 -1.69823 1.29816 -0.129
O -2.16427 -1.76435 0.24505 0.037
O -0.52698 -1.02841 1.44859 -0.051
O 1.92098 1.68843 0.97702 -0.539
S 1.50046 0.51369 0.21552 0.885
H 0.47893 -0.01363 -1.63665 -0.012
H -0.17838 1.48028 -1.38835 0.052
```

Molar mass ... 110.09 u
E_LUMO (spin up / spin down) ... -2.80 / -0.50 eV
Spin multiplicity ... 1
Orbital gap (spin up / spin down) ... 0.1882 / 0.3812 Eh



--- x ---
# H2N2O3S

2 unconnected molecules or ions with the total composition H2N2O3S (ωB97M-V with the def2-TZVPD basis set, the OMol25 dataset).

```
8
Properties=species:S:1:pos:R:3:lowdin_charge:R:1
N 1.20174 -0.10483 0.12081 -0.297
N -2.94615 0.42087 0.03639 -0.085
O -3.16110 -0.75597 -0.20362 -0.019
O -1.67974 0.80238 -0.28126 -0.048
O 3.85236 -0.03439 0.29690 -0.512
S 2.58878 0.53787 -0.20291 0.887
H -1.03976 0.05686 -0.45964 0.074
H 1.18387 -0.92279 0.69334 0.001
```

Molar mass ... 110.09 u
E_LUMO ... -1.29 eV
Spin multiplicity ... 1
Orbital gap ... 0.3496 Eh



Relative energy of each structure, in kJ/mol: w 146.5; x 0.0.



--- w ---
# C4H13N3

C4H13N3 in the gas phase (ωB97M-V with the def2-TZVPD basis set, the OMol25 dataset).

```
20
Properties=species:S:1:pos:R:3:lowdin_charge:R:1
N -1.38214 -3.11051 1.06013 -0.013
C -1.07966 -2.08983 0.04150 -0.283
C -0.17764 -0.98632 0.58660 -0.265
N 0.16342 -0.08511 -0.49408 -0.089
C 1.25742 0.82667 -0.21913 -0.245
C 1.11202 2.14968 -0.95190 -0.281
N 0.60382 3.20497 -0.08807 -0.014
H -2.35537 -3.04301 1.32785 0.056
H -1.27800 -4.04240 0.66148 0.061
H -2.00180 -1.59345 -0.25743 0.102
H -0.55460 -2.48599 -0.83205 0.110
H -0.73875 -0.48162 1.39662 0.115
H 0.72810 -1.38194 1.05037 0.117
H -0.64330 0.42242 -0.82738 0.103
H 2.21132 0.37857 -0.48780 0.108
H 1.30507 1.05492 0.85733 0.109
H 0.47992 2.08325 -1.83187 0.104
H 2.09940 2.44619 -1.31175 0.096
H -0.08822 3.79209 -0.52469 0.056
H 0.33900 2.94143 0.84428 0.052
```

Molar mass ... 103.17 u
E_LUMO ... 1.07 eV
Spin multiplicity ... 1
Orbital gap ... 0.3570 Eh
SMILES string ... NCCNCCN



--- x ---
# C4H13N3

C4H13N3 in the gas phase (ωB97M-V with the def2-TZVPD basis set, the OMol25 dataset).

```
20
Properties=species:S:1:pos:R:3:lowdin_charge:R:1
N 2.27403 0.40654 -1.11158 -0.056
C 2.02337 0.36571 0.36539 -0.276
C 0.77047 -0.40916 0.78004 -0.174
C -0.47281 0.21753 0.08863 -0.403
N -1.04986 1.27833 0.92117 -0.038
C -1.51133 -0.97057 -0.13821 -0.296
N -2.28996 -0.69609 -1.30605 -0.055
H 2.41953 -0.46091 -1.65104 0.071
H 2.97939 1.10682 -1.46480 0.082
H 2.02366 1.37900 0.78711 0.109
H 2.98604 -0.14888 0.62752 0.105
H 0.94361 -1.43581 0.51816 0.095
H 0.67942 -0.22199 1.86073 0.109
H -0.07740 0.52644 -0.81607 0.079
H -2.13773 1.40118 0.90811 0.092
H -0.94981 1.59451 2.01208 0.136
H -0.99242 -1.89644 -0.50480 0.104
H -1.97814 -1.18145 0.88521 0.126
H -2.42254 0.33821 -1.56511 0.102
H -3.21755 -1.19297 -1.19648 0.087
```

Molar mass ... 103.17 u
E_LUMO ... 1.11 eV
Spin multiplicity ... 1
Orbital gap ... 0.3485 Eh
SMILES string ... NCC[C@H](N)CN



Relative energy of each structure, in kJ/mol: w 0.0; x 154.8.



--- w ---
# C4H13N3

2 unconnected molecules or ions with the total composition C4H13N3 (ωB97M-V with the def2-TZVPD basis set, the OMol25 dataset).

```
20
Properties=species:S:1:pos:R:3:lowdin_charge:R:1
N -2.72375 1.41505 0.19091 -0.015
C -1.93042 0.49904 0.92561 -0.237
C -1.41499 -0.65729 0.37178 -0.276
N -1.72656 -1.03205 -0.95573 0.023
H -3.47635 0.99066 -0.34084 0.065
H -3.15367 2.15845 0.73092 0.064
H -2.13500 0.50049 1.98902 0.082
H -1.21717 -1.46112 1.07469 0.094
H -2.01322 -0.23120 -1.50560 0.059
H -0.90142 -1.41088 -1.41057 0.047
C 3.03552 0.38630 0.19414 -0.125
C 1.61819 0.34213 -0.35638 -0.243
N 0.87862 -1.07838 -0.25285 -0.047
H 3.49729 1.35889 0.01562 0.069
H 3.67408 -0.36753 -0.26829 0.066
H 3.01730 0.19372 1.26642 0.066
H 0.97012 1.08473 0.10674 0.086
H 1.62881 0.54078 -1.42999 0.095
H 1.21190 -1.72608 -0.97103 0.067
H 1.16074 -1.50572 0.62543 0.062
```

Molar mass ... 103.17 u
E_LUMO ... 1.08 eV
Spin multiplicity ... 1
Orbital gap ... 0.3024 Eh
SMILES string ... N/C=C\N.CCN



--- x ---
# C4H13N3

C4H13N3 in the gas phase (ωB97M-V with the def2-TZVPD basis set, the OMol25 dataset).

```
20
Properties=species:S:1:pos:R:3:lowdin_charge:R:1
N 2.46593 0.10346 0.24641 -0.005
C 1.66603 -0.71922 1.11344 -0.297
C 0.29385 -1.03124 0.48743 -0.179
C -0.45163 0.13954 -0.04462 -0.414
N -0.86662 1.13451 1.04289 0.044
C -1.68379 -0.15640 -0.87115 -0.286
N -2.14948 0.98830 -1.62817 -0.003
H 2.53285 -0.14693 -0.72272 0.070
H 3.26361 0.59639 0.59869 0.064
H 1.56932 -0.24640 2.08536 0.100
H 2.13982 -1.68977 1.32329 0.100
H 0.50901 -1.76711 -0.29752 0.114
H -0.27065 -1.61959 1.22071 0.124
H 0.18476 0.82414 -0.61854 0.119
H -0.79930 2.06401 0.64931 0.056
H -0.14029 1.13738 1.74905 0.041
H -1.39434 -0.98723 -1.54791 0.108
H -2.45023 -0.62363 -0.25507 0.116
H -1.47861 1.27967 -2.33020 0.066
H -2.94024 0.72013 -2.20069 0.063
```

Molar mass ... 103.17 u
E_LUMO ... 1.06 eV
Spin multiplicity ... 1
Orbital gap ... 0.3633 Eh
SMILES string ... NCC[C@H](N)CN



Relative energy of each structure, in kJ/mol: w 116.9; x 0.0.